{"formula": "C38H78O10", "method": "ωB97M-V/def2-TZVPD", "e_tot_ha": -2245.87691, "homo_lumo_gap_ev": 8.684, "de_lowest_kcal_mol": 635.14, "multiplicity": 1, "homo_ev": -8.24, "symbols": ["O", "O", "O", "O", "O", "O", "O", "O", "O", "O", "C", "C", "C", "C", "C", "C", "C", "C", "C", "C", "C", "C", "C", "C", "C", "C", "C", "C", "C", "C", "C", "C", "C", "C", "C", "C", "C", "C", "C", "C", "C", "C", "C", "C", "C", "C", "C", "C", "H", "H", "H", "H", "H", "H", "H", "H", "H", "H", "H", "H", "H", "H", "H", "H", "H", "H", "H", "H", "H", "H", "H", "H", "H", "H", "H", "H", "H", "H", "H", "H", "H", "H", "H", "H", "H", "H", "H", "H", "H", "H", "H", "H", "H", "H", "H", "H", "H", "H", "H", "H", "H", "H", "H", "H", "H", "H", "H", "H", "H", "H", "H", "H", "H", "H", "H", "H", "H", "H", "H", "H", "H", "H", "H", "H", "H", "H"], "positions_angstrom": [[1.2712, 2.1431, 4.7917], [2.7137, -1.7791, 4.1564], [1.3050, 5.1587, -0.9959], [1.2416, -1.4484, 0.9128], [-1.3779, 0.0589, 1.8213], [3.8182, 2.3121, 1.8383], [-2.8661, -4.3414, 1.7860], [-2.5783, -1.5740, -3.9924], [-5.1791, 1.4673, -0.5014], [3.4668, 0.1817, -3.7504], [-0.2322, 3.6167, -0.0703], [-3.5207, -3.2785, -0.1407], [1.6858, -2.1870, -0.1937], [-0.5256, 0.8828, 3.7938], [3.4336, 0.3637, 3.4724], [0.3120, 5.0837, 0.0231], [2.1200, -0.9700, -2.3439], [1.7393, 3.8474, -1.2432], [-1.6272, -0.5269, -4.3275], [-0.3678, 0.8581, -0.1383], [0.1471, -2.2207, 1.4881], [-3.8136, 1.2019, -1.0232], [1.2055, -3.6218, -0.0543], [3.0743, 1.0795, -2.7431], [0.4526, 2.0763, 3.6745], [3.7121, 0.5914, 0.1577], [2.4501, 1.4510, 0.0048], [-0.1354, 0.4872, 1.3195], [2.5045, 2.3081, 1.2950], [-2.8918, -5.2753, 0.7268], [-1.4701, -0.1478, -0.4944], [2.1395, 0.0058, 2.6807], [0.5000, -3.6718, 1.3323], [-0.2954, -1.0969, -3.9041], [-3.3768, -3.0962, 1.3332], [-5.6639, 2.7141, -1.1024], [0.4423, 3.0101, -1.2565], [1.7485, 0.4768, -2.2049], [-3.3678, 2.5955, -1.5254], [3.3428, -0.6088, 4.7053], [-3.8831, -4.7325, -0.3125], [4.6192, 1.3239, 1.1355], [-2.0655, -0.6424, 0.7947], [-4.5781, 3.2374, -2.0761], [2.7233, -1.0013, -3.7295], [-0.7053, -1.8883, -2.6541], [1.9108, -1.4782, 2.9672], [-2.0601, -2.5558, -3.0809], [-3.1472, -6.2658, 1.1033], [-1.0678, -0.9768, -1.0766], [1.3533, 0.5578, 3.1958], [-3.1010, 0.8240, -0.2901], [-4.3754, -2.6209, -0.2992], [-2.9411, 3.2097, -0.7324], [-0.7599, 1.8627, -0.2964], [0.1797, 3.0567, 0.7692], [0.2000, 1.3609, 1.8782], [5.3658, 1.8103, 0.5077], [0.5473, 0.8512, -0.7305], [-1.9102, -5.2212, 0.2560], [-2.1551, 0.4289, -1.1158], [2.9988, 2.1025, -3.1116], [4.1528, 0.4625, -0.8309], [-4.6983, 2.9498, -3.1205], [-1.3203, 3.6820, -0.0700], [-0.1900, 2.9529, 3.5924], [3.3563, -1.8795, -3.8566], [-0.8348, -1.9324, 1.1129], [1.2228, -1.7773, -1.0913], [-0.4315, 5.8636, -0.1409], [-1.5776, -0.3510, -5.4021], [-0.3331, -4.3689, 1.4228], [2.8819, -1.1614, -1.5882], [2.7307, -1.9522, -0.3962], [0.7321, 5.3282, 0.9987], [-2.6178, 2.5411, -2.3145], [-2.7475, -2.8100, -2.2741], [-3.7333, -5.0291, -1.3506], [-0.8680, -1.2456, -1.7890], [0.5129, 1.9229, -1.2254], [-1.9112, -3.4221, -3.7255], [-1.1342, 1.0312, 4.6857], [-5.6768, 3.5028, -0.3502], [1.2361, -3.8804, 2.1086], [2.6718, -0.1401, 5.4252], [4.2390, -0.8082, 5.2930], [0.1681, -1.5854, -4.7612], [-4.3585, -2.9006, 1.7646], [1.7540, 1.8786, 1.9586], [2.4328, 2.0538, -0.9032], [-0.0712, 3.3767, -2.1453], [2.0165, -1.0091, -4.5592], [2.3378, -2.0186, 2.1224], [0.4129, -0.3244, -3.6048], [1.6149, 0.8406, -1.1861], [0.7553, 1.8210, 5.5344], [0.1446, -1.8731, 2.5212], [1.5872, 0.7851, 0.0106], [-4.4667, 4.3217, -2.0844], [4.9994, 0.5560, 1.8092], [0.5819, -0.3287, 1.4082], [-2.6922, -2.2564, 1.4518], [2.0106, -4.3152, -0.2977], [3.8412, 1.0575, -1.9688], [2.2786, 3.3488, 1.0624], [-4.9552, -4.7878, -0.1238], [-3.8382, 0.4641, -1.8252], [-3.0887, -0.2808, 0.8965], [0.8100, 0.7930, -2.6602], [3.5043, 1.4370, 3.6487], [-2.6425, -3.0107, -0.7280], [-0.0729, -0.0844, 4.0121], [2.0084, 0.2170, 1.6194], [0.9961, 1.9551, 2.7375], [4.3183, 0.0311, 2.9294], [-1.8243, 0.3701, -3.7404], [-1.1186, 0.6787, 2.9023], [0.8809, -1.8198, 3.0707], [-6.6155, 2.5876, -1.6188], [3.4479, -0.4253, 0.4487], [2.2855, 3.6729, -2.1701], [2.5111, 3.6534, -0.4983], [0.0236, -2.5883, -2.2454], [0.4292, -3.7715, -0.8047], [1.2584, -1.6375, -2.3355], [-2.0116, -1.7305, 0.8298]], "atomic_forces_ev_per_a": [[1.1, 0.5, 0.5], [0.0, -0.2, 0.3], [0.0, 0.9, -0.7], [-1.6, -4.0, -3.2], [-2.1, -2.7, -3.8], [0.5, -0.8, -1.4], [0.0, -0.2, 1.1], [-1.0, 1.0, -0.3], [1.0, 0.5, -1.1], [1.6, 0.8, -1.5], [0.3, 1.8, 1.5], [-1.5, 1.2, -0.2], [-0.9, -0.3, -0.1], [0.3, 1.2, 2.7], [0.0, -1.7, 0.7], [0.0, -0.6, -0.4], [-0.2, 0.3, -2.7], [0.5, 0.1, -0.4], [0.3, -1.3, 0.6], [-2.6, -1.9, 1.6], [-1.8, -0.6, -0.9], [-1.8, 2.3, 0.4], [-0.1, -0.4, 0.0], [-1.0, -0.2, -0.6], [-2.7, -0.7, 1.0], [-0.3, -0.4, -0.7], [2.5, 0.9, 3.3], [0.2, 1.8, -1.2], [0.2, 0.5, -1.3], [-0.7, -0.2, -0.6], [1.1, 0.8, -0.3], [0.5, -0.4, 2.2], [1.4, 0.2, -0.3], [-0.1, 0.5, 0.5], [0.1, -1.2, 0.1], [1.1, 0.2, -0.4], [1.2, 2.4, -1.2], [0.8, 0.6, -0.4], [1.4, -0.9, -0.1], [-1.7, 1.3, -1.2], [0.2, 0.7, -0.2], [-0.5, 0.1, -0.9], [-0.7, 2.9, -1.3], [-0.9, -0.2, -0.3], [0.4, -0.2, 0.3], [-0.4, -2.5, -1.8], [4.7, 0.6, 2.9], [1.6, 1.2, -1.2], [0.3, 0.0, 0.1], [-1.9, 2.6, 6.3], [1.2, -1.2, -0.4], [-2.2, 1.1, 0.5], [0.2, 0.2, -1.3], [-0.2, -0.3, 0.2], [-0.8, -1.6, 1.0], [-0.7, 0.4, 0.4], [-1.2, -0.9, -1.2], [0.4, 0.3, 0.6], [-3.1, -2.1, 0.9], [0.2, -0.7, -0.2], [1.2, -1.5, -0.5], [-0.1, -0.2, -0.4], [0.6, -0.2, 1.1], [-0.4, -0.3, 0.0], [0.2, -0.5, 0.2], [0.0, 0.5, -0.1], [0.4, 0.1, 0.0], [2.1, -1.0, -0.4], [-0.3, -0.6, 2.5], [-0.1, -0.2, -0.4], [-0.7, 0.2, 0.1], [0.0, 0.2, -0.1], [0.0, 0.1, -1.3], [0.0, -1.2, 1.2], [0.3, -0.3, 0.2], [0.3, -0.2, 0.1], [0.0, 0.5, -0.7], [0.2, -0.4, 0.1], [1.6, -2.1, -6.5], [0.2, 3.3, -1.3], [0.3, -0.5, 0.4], [-0.4, 0.3, 0.1], [-0.7, -0.3, 0.5], [0.0, -0.4, 0.1], [-0.3, 0.0, 0.2], [0.3, -0.4, -0.7], [-0.2, -0.8, 0.4], [0.0, 0.1, 0.4], [2.2, 0.9, -1.2], [0.9, -0.4, 1.3], [0.0, -0.4, -0.4], [0.0, 0.0, 0.2], [0.7, -0.5, 1.6], [-0.9, -0.4, -0.7], [1.2, -2.0, -3.4], [0.0, 0.0, 0.1], [-3.7, -0.9, -2.7], [1.5, 0.7, 2.0], [-0.3, 0.0, 0.2], [0.8, 1.0, -0.4], [-1.7, 2.7, -0.1], [-1.9, -2.2, 2.3], [-0.2, -0.3, 0.5], [-0.4, 0.6, -0.9], [-0.2, -0.1, 0.6], [0.1, -0.7, 0.5], [-0.4, -0.1, -0.2], [-0.4, -0.7, 0.2], [0.6, 0.1, -0.8], [0.0, -0.6, 0.6], [0.0, 0.1, 0.6], [0.5, 0.1, 0.1], [1.4, -0.4, 1.5], [-0.7, 1.4, 2.7], [-0.4, -0.1, 0.6], [-0.4, 0.3, -0.2], [-0.3, 1.7, 3.5], [4.0, 0.8, 3.5], [-0.1, -0.2, 0.4], [0.2, 0.2, 0.5], [-0.3, 1.0, -0.5], [-0.6, -0.1, -0.2], [-0.4, -0.6, -0.7], [0.0, -0.2, -0.1], [1.5, 0.6, -0.9], [0.4, 2.3, -1.1]]}